Here is a 2-piece molecular cluster, CH6OS overall in a non-equilibrium geometry from the OMol25 dataset. Energies are from ωB97M-V/def2-TZVPD.

Its molecular weight is 66.12 g/mol. The calculation puts the LUMO energy at 0.68 eV. Its SMILES is CS.O. The spin multiplicity is 1. The calculation puts the calculated total energy at -14015.550 eV. For the energy relative to the best compared isomer or geometry (same formula, charge and spin), the calculation gives 29.9 kcal/mol.

Geometry (Å):
S 1.131184 -0.491826 1.236980
O -1.755375 -0.234446 0.182941
C 0.703474 -0.161596 -0.452099
H 1.639804 0.196674 -0.912029
H -0.783606 -0.182436 0.037311
H 0.857604 0.757354 1.669630
H -2.108165 0.602164 -0.196379
H -0.077556 0.602444 -0.603249
H 0.392634 -1.088336 -0.963109

Atomic forces in eV per Å
S 0.0 0.1 1.2
O -1.0 0.8 -0.1
C 2.4 0.4 -2.1
H -0.6 -0.1 -0.3
H -2.8 -0.5 0.9
H 0.1 -0.3 0.1
H 0.2 -0.9 0.4
H 1.5 0.2 -0.4
H 0.2 0.4 0.3